# 1
Formula: C39H54BrN2O7PRuSSi
Source: OMol25
Level of theory: ωB97M-V/def2-TZVPD

As for the total charge: -1. Its expectation value of S² is 8.8164. The value obtained for the LUMO energy (alpha / beta) is 2.5 / 0.9 eV. The value obtained for the relative energy (zero: lowest compared OMol25 entry of this formula, charge and spin) is 67.0 kcal/mol. As for the spin multiplicity: 6. The calculated total energy comes out at -159263.5119 eV. As for the strongest force on any atom: 2.15 eV/A.

Geometry as XYZ:
```
107
Properties=species:S:1:pos:R:3:forces:R:3
Ru 0.36652 0.63125 -0.18520 -0.2719 1.7769 -1.1749
C -2.45592 0.21302 -4.15676 -0.1312 0.0547 -0.0794
C -2.03401 -0.11984 -2.74571 0.2540 0.0960 -0.1466
O -0.83724 -0.22242 -2.49575 -0.1707 -0.4022 -0.2541
C -3.05881 -0.32948 -1.76844 -0.1226 -0.0210 0.4125
C -2.88753 -0.55140 -0.41365 -0.2163 -0.0107 -0.3137
C -4.08955 -1.00248 0.37406 0.0105 0.1326 0.0456
N -1.71079 -0.38655 0.23826 0.0222 -0.1092 0.1785
N -1.79900 -0.74935 1.51601 0.1090 0.1632 0.0330
C -0.66682 -0.58451 2.21381 0.3155 -0.1070 0.0034
O 0.46816 -0.27290 1.74298 -0.5429 -0.2583 0.0269
C -0.76772 -0.84785 3.67559 -0.0455 -0.0354 -0.0702
C -1.90331 -1.42895 4.23607 -0.0333 -0.0224 0.0344
C -1.96456 -1.66096 5.60224 0.0466 0.0222 -0.0223
C -0.89777 -1.30384 6.42013 0.0111 0.0063 -0.0641
C 0.23190 -0.71694 5.86398 -0.0453 -0.0296 -0.0314
C 0.29677 -0.49473 4.49532 0.0949 0.0134 0.1200
H -1.57467 0.26486 -4.79298 -0.0124 -0.0168 0.0372
H -2.96297 1.18281 -4.17511 -0.0099 -0.0853 -0.0006
H -3.14677 -0.54266 -4.54155 -0.0081 0.0711 0.0100
H -4.07896 -0.36039 -2.13600 0.0679 -0.0484 0.0127
H -4.95466 -1.10045 -0.27876 0.0011 0.0179 -0.0038
H -4.30660 -0.29606 1.17647 0.0006 -0.0363 0.0079
H -3.87986 -1.96085 0.84784 -0.0296 -0.0160 0.0129
H -2.72906 -1.69005 3.58699 0.0292 0.0087 0.0370
H -2.84668 -2.11822 6.03423 0.0056 0.0138 -0.0190
H -0.94990 -1.47905 7.48876 0.0018 0.0042 -0.0384
H 1.06302 -0.43105 6.49782 -0.0246 0.0060 -0.0273
H 1.16401 -0.02873 4.04733 -0.0581 -0.0492 0.0267
C 4.69573 -0.96547 1.99774 -0.0548 0.1541 -0.1066
C 3.80356 -1.77559 1.06503 0.0867 0.0454 -0.1344
C 2.86611 -2.65054 1.88300 -0.1455 -0.0289 0.0205
C 4.67410 -2.63051 0.15148 0.0546 -0.0113 -0.1586
O 2.99719 -0.94481 0.22075 0.0364 0.0417 0.5812
Si 2.80431 0.65032 -0.17195 0.4785 -0.1612 -0.5548
S 0.44772 2.00490 -1.91959 0.5582 -0.8336 1.0926
O 3.61275 1.71585 0.78649 -0.1710 0.1080 0.3862
C 3.43593 2.58134 1.92557 -0.0864 0.0191 0.0224
C 4.78330 2.65615 2.63369 0.1210 0.0143 -0.0904
C 3.06125 3.96926 1.43127 -0.1086 0.0757 -0.1530
C 2.35918 2.08327 2.88445 0.1107 -0.1741 -0.0999
O 3.69450 0.68515 -1.56906 -0.2053 0.2064 -0.1802
C 4.37964 1.65851 -2.36684 0.0332 -0.0452 0.2925
C 3.73702 3.04043 -2.32106 -0.0729 -0.0335 0.1939
C 5.81151 1.74418 -1.84159 0.0547 -0.1137 0.0360
C 4.34886 1.12156 -3.78835 -0.0532 -0.0626 -0.1434
H 5.33103 -1.64251 2.57728 -0.0559 0.0596 -0.0374
H 4.08429 -0.38043 2.68831 0.0706 -0.0045 -0.0395
H 5.32768 -0.28314 1.42136 -0.0319 -0.0524 0.1048
H 3.43702 -3.35149 2.50231 -0.0534 0.0628 -0.0571
H 2.20810 -3.21733 1.21976 0.0858 0.0318 0.0982
H 2.24256 -2.02378 2.52497 0.0250 -0.0473 -0.0139
H 5.34886 -3.26213 0.73988 -0.0732 0.0370 -0.0658
H 5.26912 -1.98213 -0.50113 -0.0446 -0.0814 0.0706
H 4.04511 -3.27417 -0.46886 0.1245 0.1013 0.0844
H 5.52247 3.13670 1.98476 -0.0245 -0.0553 0.0665
H 5.14010 1.65923 2.88875 0.0015 -0.0056 0.0316
H 4.68763 3.24205 3.55275 0.0155 -0.0289 -0.0818
H 3.75946 4.30389 0.65907 -0.0519 -0.0105 0.0799
H 3.09250 4.68086 2.26203 -0.0427 -0.0503 -0.0756
H 2.04917 3.96538 1.02171 0.0702 0.0187 -0.0283
H 2.72614 1.23918 3.47616 0.0113 0.0393 -0.0476
H 1.47194 1.76444 2.33968 -0.0560 0.0980 0.0574
H 2.05899 2.88403 3.56478 0.0371 -0.0728 -0.0116
H 3.75022 3.43458 -1.30096 0.0269 -0.0124 -0.1478
H 2.70040 2.98867 -2.64528 -0.0172 0.0367 -0.0429
H 4.27457 3.73017 -2.97859 0.0208 -0.0532 0.0697
H 5.78308 1.98352 -0.77527 0.0356 0.0297 -0.0866
H 6.37438 2.51945 -2.37211 -0.0178 -0.0885 0.0428
H 6.31991 0.78127 -1.96718 -0.0458 0.1130 0.0175
H 3.31668 1.11945 -4.15347 0.1150 -0.0222 0.0104
H 4.72685 0.09463 -3.80603 -0.0147 0.1042 -0.0174
H 4.96024 1.74259 -4.45259 -0.0685 -0.0657 0.0571
C -0.61748 -3.12051 -2.80954 -0.0816 0.1882 0.1148
P 0.62751 -2.39694 -1.61956 0.1719 -0.4881 -0.1487
C 1.91644 -1.95716 -2.84991 0.0331 0.0601 0.1510
C 1.20396 -4.06843 -1.06159 -0.1097 0.0055 0.0652
C 2.31405 -4.75377 -1.54893 0.0015 -0.0484 -0.0232
C 2.59056 -6.05405 -1.13364 -0.0572 0.0520 0.0483
C 1.75508 -6.69442 -0.22848 -0.0506 0.0823 -0.0439
C 0.64284 -6.02170 0.26986 0.0851 0.0360 -0.0579
C 0.38083 -4.72086 -0.13714 0.0258 0.0089 0.0456
H -0.25954 -4.07659 -3.18970 0.0121 -0.0229 -0.0334
H -0.76304 -2.43268 -3.64232 -0.0054 0.0058 0.0586
H -1.57719 -3.27111 -2.30885 0.0431 0.0032 -0.0352
H 1.61278 -1.01150 -3.30413 -0.0003 -0.0406 0.0077
H 2.86684 -1.78239 -2.33809 -0.0665 -0.0115 -0.0779
H 2.02115 -2.72372 -3.62242 0.0321 0.0440 0.0032
H 2.98040 -4.27504 -2.25940 -0.0811 -0.0404 0.0302
H 3.46144 -6.56915 -1.52269 -0.0071 0.0220 0.0064
H 1.96469 -7.71091 0.08350 0.0049 0.0383 0.0106
H -0.01388 -6.51140 0.97925 0.0125 0.0285 0.0010
H -0.47518 -4.18777 0.27458 0.0784 -0.0643 -0.0436
Br 0.98182 6.44315 -2.33534 -0.0261 -0.0253 -0.0013
C -0.15750 6.14447 -0.83522 0.0332 -0.0122 -0.0228
C -0.98063 7.16939 -0.40613 -0.1380 -0.0299 0.1214
C -1.78932 6.94322 0.70534 0.0643 -0.0804 -0.0119
C -1.73385 5.72833 1.37780 -0.0050 0.1241 -0.0041
C -0.90158 4.70848 0.92709 -0.0174 0.0200 0.0646
C -0.12304 4.91328 -0.20473 -0.0897 0.0860 -0.0177
C -0.81444 3.40662 1.72034 -0.1050 -0.2844 0.1177
O -1.00719 3.49208 2.93835 0.0818 -0.1377 -0.3714
O -0.56111 2.34803 1.05089 0.0572 0.1091 0.2637
H -0.99663 8.11708 -0.92730 0.0122 -0.0060 0.0091
H -2.45102 7.73019 1.05222 0.0409 -0.0479 -0.0179
H -2.32445 5.54942 2.26864 0.0537 0.0275 -0.0403
H 0.48453 4.11084 -0.59414 0.0716 -0.0224 0.0374
```
Positions in Å, forces in eV/Å.

# 2
Formula: C39H54IrN5OS2Si
Source: OMol25
Level of theory: ωB97M-V/def2-TZVPD

As for the total charge: +2. The value obtained for the LUMO energy is -5.1 eV. The value obtained for the relative energy (zero: lowest compared OMol25 entry of this formula, charge and spin) is 55.2 kcal/mol. As for the spin multiplicity: 1. The calculated total energy comes out at -83193.8397 eV. As for the strongest force on any atom: 1.16 eV/A.

Geometry as XYZ:
```
103
Properties=species:S:1:pos:R:3:forces:R:3
Ir -0.67584 -0.12483 -0.19219 -0.3432 0.2301 -1.0806
N -0.13294 0.35428 1.67132 -0.2165 0.0214 0.5638
C -0.92173 -0.03351 2.88489 0.1820 -0.0490 -0.0364
C -2.41501 0.14867 2.68540 -0.0555 -0.0234 -0.0239
C -3.13863 -1.17565 2.42077 -0.0219 0.0180 0.0210
C -2.49660 -2.10087 1.40097 -0.1481 0.0072 0.0874
N -2.26373 -1.44942 0.08659 -0.2088 0.0265 0.0390
H 0.79021 -0.08037 1.77108 0.0011 -0.0513 -0.0465
H -0.00169 1.36242 1.67456 0.0937 0.0283 0.0478
H -0.53487 0.57011 3.70457 -0.0269 0.0321 0.0451
H -0.67519 -1.06999 3.11113 0.0819 0.0016 0.0007
H -2.55389 0.85515 1.86248 -0.0625 -0.0785 -0.0003
H -2.85225 0.60631 3.57352 0.0061 0.0092 0.0126
H -4.18464 -0.99427 2.14808 0.0459 0.0440 -0.0031
H -3.17385 -1.73139 3.36078 -0.0387 -0.0232 -0.0133
H -3.15272 -2.95912 1.24586 0.0534 -0.0415 0.0159
H -1.53654 -2.48585 1.73212 0.0773 0.0138 0.0409
H -3.14093 -1.05334 -0.24869 0.0347 -0.0055 -0.0201
H -2.03513 -2.21537 -0.55048 0.0504 0.0053 -0.0074
C 3.64043 -4.48945 0.42725 -0.0140 0.0010 -0.0147
C 2.96491 -3.17917 0.00355 0.0168 -0.0553 0.0210
C 2.75792 -3.18481 -1.51988 0.0007 0.0078 0.0564
C 3.88331 -2.00259 0.35793 0.0279 -0.0369 -0.0246
Si 1.25411 -3.03834 0.80058 -0.0617 0.1196 -0.2188
O 0.48439 -1.76008 0.16088 0.2849 -0.0313 0.1886
C 0.23337 -4.56317 0.37327 0.0359 0.0363 -0.0072
C -0.65099 -4.49055 -0.70947 0.0063 -0.0201 0.0788
C -1.41635 -5.58056 -1.09944 -0.0153 -0.0042 -0.0287
C -1.30481 -6.78183 -0.41294 0.0019 -0.0114 0.0066
C -0.41616 -6.88903 0.64762 0.0005 0.0470 -0.0026
C 0.34400 -5.79134 1.03210 0.0003 0.0067 -0.0221
C 1.30593 -2.82732 2.68306 -0.0951 0.0072 -0.0154
C 2.16025 -1.89246 3.28419 0.0213 0.0557 0.0111
C 2.08876 -1.60229 4.64196 -0.0383 0.0087 -0.0119
C 1.14811 -2.24041 5.44019 -0.0009 -0.0110 -0.0178
C 0.29360 -3.17659 4.87350 0.0234 -0.0036 -0.0193
C 0.37605 -3.46474 3.51515 0.0141 0.0627 0.0114
H 4.63358 -4.56530 -0.02638 -0.0045 -0.0064 0.0073
H 3.06500 -5.35996 0.10429 0.0184 0.0174 0.0106
H 3.76856 -4.54948 1.51166 0.0043 0.0023 -0.0067
H 3.72380 -3.30222 -2.02144 -0.0054 0.0007 -0.0133
H 2.30550 -2.24954 -1.86320 0.0029 -0.0062 0.0037
H 2.11767 -4.00768 -1.84507 -0.0094 -0.0070 0.0115
H 4.76622 -2.01239 -0.29102 -0.0145 -0.0014 -0.0070
H 4.25082 -2.06063 1.38332 0.0048 -0.0200 -0.0454
H 3.38431 -1.03746 0.22090 -0.0133 0.0257 0.0056
H -0.70298 -3.56861 -1.28510 0.0249 -0.0263 -0.0162
H -2.08400 -5.50312 -1.94877 -0.0014 -0.0099 -0.0031
H -1.89552 -7.63692 -0.71432 0.0013 0.0043 -0.0007
H -0.31144 -7.82988 1.17216 0.0002 0.0039 0.0013
H 1.04356 -5.90408 1.85387 -0.0207 0.0196 0.0160
H 2.91981 -1.39232 2.69202 -0.1011 0.0111 0.0479
H 2.77878 -0.89097 5.07991 -0.0157 -0.0116 -0.0059
H 1.09643 -2.02592 6.49985 -0.0004 0.0002 -0.0066
H -0.42630 -3.69722 5.49295 0.0037 0.0049 -0.0038
H -0.29715 -4.20596 3.10076 -0.0111 -0.0311 -0.0262
S 0.17216 5.00169 -0.32990 -0.0371 -0.0548 -0.0349
C 0.42192 5.18866 -1.96403 0.0449 -0.1956 -0.0443
N 0.48209 6.34514 -2.60952 0.0832 0.2075 0.0085
C 0.55802 6.32032 -4.06547 -0.0275 0.0669 -0.0280
C 1.20044 4.98586 -4.41520 -0.0016 -0.0181 0.0194
S 0.65514 3.86301 -3.08823 -0.0288 -0.0495 0.0795
H 0.37300 7.20177 -2.08753 -0.0376 0.0096 -0.0130
H 1.14821 7.16069 -4.42552 0.0176 -0.0082 0.0096
H -0.44522 6.39451 -4.49187 -0.0247 -0.0011 0.0180
H 2.28758 5.04343 -4.40962 -0.0086 -0.0160 0.0242
H 0.86290 4.61387 -5.37862 0.0074 -0.0208 0.0071
N 0.93399 0.96680 -0.63861 0.3905 -0.0673 -0.0284
C 1.97101 1.42942 -0.79954 -0.0950 0.1780 0.0302
C 3.26492 2.00103 -0.98961 0.0603 -0.1005 -0.1412
C 4.23858 1.23298 -1.63347 0.0262 -0.0034 -0.0070
C 5.49808 1.77171 -1.82557 -0.0142 0.0065 0.0117
C 5.77698 3.05722 -1.37717 -0.0193 -0.0054 -0.0019
C 4.80050 3.81502 -0.74068 0.0113 0.0174 0.0052
C 3.53423 3.29514 -0.54347 -0.0530 0.0394 0.0326
H 4.00486 0.23231 -1.97236 0.0014 -0.0062 0.0096
H 6.26282 1.19029 -2.32174 -0.0064 -0.0016 0.0047
H 6.76487 3.47295 -1.52546 -0.0044 -0.0035 0.0025
H 5.02845 4.81458 -0.39626 0.0013 -0.0066 -0.0009
H 2.75524 3.87700 -0.06572 0.0316 -0.0224 -0.0154
C -5.00052 4.28576 -0.26386 0.0123 0.0233 0.0373
N -4.21699 3.24683 0.47434 0.0453 0.0270 -0.0827
C -4.92202 1.93552 0.40083 0.0570 -0.0177 0.0139
C -2.73533 3.19031 0.05370 -0.1224 -0.0166 -0.0380
C -2.50867 2.45342 -1.22851 0.0400 -0.0413 0.0199
C -2.96456 3.00894 -2.42972 0.0461 -0.1439 -0.0875
C -2.87042 2.31248 -3.62349 -0.0515 0.1483 0.1103
C -2.27673 1.06033 -3.63472 0.2075 -0.2676 -0.0809
C -1.74274 0.55492 -2.45768 -0.1250 0.2751 -0.0355
C -1.83289 1.22998 -1.23608 -0.0607 -0.2633 0.3973
H -5.95936 4.41508 0.23184 -0.0007 -0.0131 0.0172
H -5.15881 3.94517 -1.28123 -0.0160 -0.0210 0.0040
H -4.44820 5.22160 -0.25976 0.0099 -0.0024 0.0198
H -4.20392 3.53843 1.45095 0.0005 -0.0125 0.0257
H -4.92789 1.61139 -0.63606 0.0052 0.0054 -0.0105
H -5.93998 2.06480 0.75980 0.0017 0.0143 0.0130
H -4.39852 1.20994 1.01639 0.0144 0.0099 -0.0084
H -2.20585 2.69125 0.86294 -0.0467 0.0518 0.0367
H -2.41535 4.22841 0.00331 0.0653 0.0365 0.0288
H -3.37809 4.00986 -2.43815 0.0043 0.0047 -0.0192
H -3.24080 2.74674 -4.54192 -0.0074 0.0060 0.0055
H -2.19270 0.49969 -4.55690 -0.0138 0.0179 0.0015
H -1.19799 -0.40477 -2.52947 0.0412 -0.0794 0.0819
```
Positions in Å, forces in eV/Å.